[1]
C34H42PPt as an isolated structure, computed with ωB97M-V with the def2-TZVPD basis set.

XYZ file:
```
78
Properties=species:S:1:pos:R:3:forces:R:3
C 1.5013 -2.1159 -0.1924 -1.43 -0.49 -0.42
C 2.0661 -1.5078 -1.3891 0.25 0.13 0.97
C 1.2043 -1.7315 -2.4764 -0.91 -0.65 -0.62
C 0.1034 -2.5077 -2.0691 0.46 -0.10 0.19
C 0.2087 -2.7731 -0.6410 2.20 -0.14 -0.49
Pt -0.2402 -0.9796 0.4012 0.90 0.51 -0.57
C -3.2895 0.7338 -1.4670 0.97 0.59 -1.55
C -3.0079 0.4275 -0.1710 1.90 -1.31 1.58
H -3.0884 1.1829 0.6444 -0.20 -0.45 -1.08
C -2.2902 -0.8176 0.2550 -4.57 1.01 -0.64
H -2.6674 -1.6767 -0.3190 0.43 0.05 -0.11
H -2.5717 -0.9629 1.3117 0.51 -0.15 0.04
C -3.4489 2.1859 -1.8807 0.02 0.23 0.12
H -2.7823 2.7717 -1.2032 -0.54 -0.10 -0.65
H -3.1405 2.3019 -2.9426 -0.09 0.09 0.82
H -4.4622 2.6155 -1.8127 0.23 -0.32 0.16
C -2.8431 -0.1845 -2.6088 -0.06 0.00 0.18
H -1.8363 -0.5351 -2.3311 -0.12 0.13 -0.36
H -3.4283 -1.1076 -2.7501 -0.09 0.44 0.14
H -2.8033 0.3719 -3.5728 -0.06 -0.55 0.74
C 3.4160 -0.9101 -1.4659 0.27 0.33 0.11
H 3.7207 -0.5154 -0.4897 0.00 -0.08 -0.16
H 4.1824 -1.6398 -1.7767 -0.23 0.09 0.05
H 3.4403 -0.0739 -2.1718 0.06 -0.24 0.04
C 1.5082 -1.3582 -3.8875 -0.09 0.28 -0.17
H 2.0473 -0.4054 -3.9298 -0.04 -0.19 -0.01
H 2.1274 -2.1159 -4.3950 -0.17 0.15 0.23
H 0.5843 -1.2416 -4.4663 0.21 -0.06 0.07
C -0.8653 -3.2019 -2.9460 -0.48 0.09 -0.36
H -0.8737 -2.7644 -3.9519 -0.08 -0.14 0.22
H -0.6227 -4.2724 -3.0574 -0.04 0.29 0.10
H -1.8839 -3.1377 -2.5359 0.18 -0.09 -0.15
C -0.3455 -3.9938 0.0020 -0.53 0.02 0.09
H -1.3790 -4.1572 -0.3318 0.22 -0.09 0.13
H 0.2473 -4.8789 -0.2700 -0.08 0.14 0.06
H -0.3507 -3.8930 1.0920 0.03 -0.15 -0.15
C 2.3536 -2.6514 0.9047 0.33 -0.01 0.27
H 1.7620 -2.9325 1.7804 0.17 0.00 -0.15
H 2.9070 -3.5391 0.5609 -0.06 0.15 0.08
H 3.0922 -1.8997 1.2135 -0.14 -0.22 0.02
C 2.7674 2.3198 -1.8728 -3.89 -0.61 1.18
C 1.4351 2.1044 -2.3631 0.99 0.39 -1.90
C 3.8337 2.8159 -2.4868 1.30 0.50 -1.62
C 1.3847 2.3318 -3.7487 -0.07 0.27 -0.10
H 0.4175 1.8160 -2.0344 1.29 -0.02 1.21
C 3.7353 3.0376 -3.9124 -0.10 -0.48 1.38
H 4.7285 3.0038 -1.8933 0.04 0.01 -0.42
C 2.4997 2.7652 -4.4684 0.70 0.13 -0.56
H 0.4603 2.2290 -4.3461 0.37 -0.11 0.70
H 4.5921 3.3483 -4.5316 -0.54 -0.07 0.52
H 2.4180 2.8892 -5.5339 -0.22 0.07 -0.27
C 1.8396 0.9793 2.3001 0.25 0.27 0.13
P 0.1397 0.3466 2.1529 0.71 0.50 1.60
C -0.1657 -0.4805 3.7668 0.01 -0.40 -0.03
C -0.3460 0.2474 4.9530 0.02 0.03 0.11
C -0.5476 -0.4120 6.1672 0.06 -0.45 -0.27
C -0.5590 -1.8175 6.2116 0.05 0.54 -0.22
C -0.3791 -2.5409 5.0354 0.07 -0.22 -0.09
C -0.1850 -1.8867 3.8168 -0.15 0.45 0.21
C -0.8867 1.8420 2.2617 0.14 0.51 -0.25
C -0.4118 3.0713 1.7503 -0.55 -0.59 0.37
C -1.2776 4.1606 1.6896 0.42 0.39 -0.23
C -2.6064 4.0408 2.0762 -0.41 -0.41 0.27
C -3.0746 2.8289 2.6097 0.55 0.22 0.01
C -2.1955 1.7491 2.7445 -0.38 0.08 -0.17
H 2.4948 0.1652 2.6361 -0.19 0.17 -0.12
H 1.8777 1.7995 3.0304 0.09 -0.23 -0.13
H 2.1895 1.3417 1.3240 -0.07 -0.10 0.23
H -0.3408 1.3433 4.9351 0.00 -0.43 -0.02
H -0.7000 0.1584 7.0800 0.06 -0.07 -0.18
H -0.7067 -2.3321 7.1606 0.02 0.12 -0.26
H -0.3883 -3.6343 5.0594 -0.02 0.39 0.01
H -0.0724 -2.4580 2.8921 -0.04 0.16 0.30
H 0.6254 3.1658 1.4395 -0.22 0.05 -0.07
H -0.8920 5.1251 1.3323 -0.25 -0.47 0.12
H -3.2901 4.8876 1.9885 0.27 -0.24 0.02
H -4.1101 2.7275 2.9253 0.20 0.06 0.00
H -2.5548 0.8121 3.1892 0.16 0.38 -0.22
```
Forces are in eV/Å.

Output
expectation value of S² = 6.040
spin multiplicity = 5
orbital gap (alpha / beta) = 7.1 / 5.6 eV
highest occupied orbital energy (alpha / beta) = -8.87 / -10.90 eV
charge = +1



[2]
C34H43B2CoF2N5O2 as an isolated structure, computed with ωB97M-V with the def2-TZVPD basis set.

XYZ file:
```
89
Properties=species:S:1:pos:R:3:forces:R:3
Co -0.0160 -0.1247 0.1276 0.26 -0.51 -0.09
C 0.5852 2.0685 3.8013 0.03 0.02 -0.01
C 0.1112 0.6228 3.9666 0.00 -0.03 0.09
C -0.5687 0.4118 5.3245 0.01 0.02 0.02
C 1.2376 -0.3757 3.7731 0.00 0.10 0.08
C 2.3859 -0.2435 4.5496 -0.04 -0.02 -0.01
C 3.4409 -1.1314 4.4322 -0.08 0.00 -0.08
C 3.3196 -2.1852 3.5399 -0.04 0.03 0.03
C 2.1851 -2.3592 2.7508 0.03 0.01 0.01
C 2.1394 -3.6045 1.8797 -0.07 0.08 -0.03
C 2.1677 -3.3119 0.3777 -0.02 -0.02 0.06
C 0.9826 -4.5259 2.2761 -0.02 -0.03 0.00
C 1.1350 -1.4213 2.8372 -0.01 -0.11 -0.15
N 0.0337 -1.4587 1.9436 0.27 -0.05 -0.06
C -1.1461 -1.7909 2.4328 -0.43 0.12 0.14
O -1.4491 -2.2059 3.5723 0.13 0.00 -0.17
C -2.2937 -1.4785 1.4854 0.14 -0.08 -0.02
C -3.5289 -1.1630 1.9520 -0.12 0.11 -0.03
C -4.4938 -0.5721 1.1005 0.09 -0.01 0.01
C -4.0682 -0.1002 -0.1593 -0.06 0.00 0.16
C -2.8290 -0.3975 -0.6375 0.11 -0.01 -0.06
N -2.0535 -1.3587 0.0823 -0.04 0.02 -0.01
C -2.2486 0.3592 -1.8179 -0.32 -0.05 0.13
O -3.0758 0.9025 -2.5858 0.19 -0.05 0.02
N -0.9258 0.4024 -1.8398 0.03 0.03 -0.28
C -0.3364 1.0180 -2.9773 -0.05 -0.15 0.02
C -0.4604 0.4554 -4.2663 0.01 -0.04 0.02
C 0.1889 1.0512 -5.3430 0.00 0.06 0.03
C 0.9524 2.1964 -5.1879 -0.03 -0.05 0.08
C 1.0669 2.7520 -3.9237 0.01 -0.02 0.01
C 0.4397 2.1810 -2.8206 0.04 0.13 0.00
C 0.5294 2.8535 -1.4670 0.04 0.06 -0.08
C -0.6708 3.7852 -1.2761 -0.08 0.04 0.00
C 1.8491 3.5802 -1.2165 0.00 0.04 -0.01
C -1.2662 -0.8038 -4.5329 0.10 0.03 -0.06
C -2.4064 -0.5410 -5.5181 -0.02 0.01 -0.02
C -0.3671 -1.9499 -5.0097 0.03 0.01 0.01
H -0.2726 2.7512 3.7875 0.04 -0.04 0.02
H 1.1351 2.1941 2.8655 -0.04 -0.01 0.04
H 1.2368 2.3736 4.6276 -0.02 -0.02 -0.05
H -0.6314 0.4329 3.1970 0.03 0.00 0.01
H 0.1481 0.5499 6.1430 -0.05 0.01 -0.04
H -0.9797 -0.5982 5.3779 0.04 0.05 -0.01
H -1.3856 1.1315 5.4641 0.05 -0.04 -0.01
H 2.4554 0.5805 5.2539 -0.01 -0.02 -0.02
H 4.3438 -1.0031 5.0187 -0.02 -0.01 0.00
H 4.1298 -2.9016 3.4434 -0.01 0.01 0.00
H 3.0607 -4.1462 2.1104 0.08 -0.06 0.02
H 1.3372 -2.6710 0.0971 -0.07 0.04 -0.04
H 2.0980 -4.2450 -0.1930 0.01 0.04 0.04
H 3.0846 -2.7927 0.0936 -0.02 0.00 0.02
H 0.0190 -4.0946 2.0177 0.04 0.00 0.02
H 0.9829 -4.7054 3.3548 0.03 0.00 -0.04
H 1.0783 -5.4883 1.7606 -0.02 0.03 0.01
H -3.6959 -1.3113 3.0119 -0.03 0.01 -0.03
H -5.4871 -0.3447 1.4662 0.00 0.00 0.01
H -4.6622 0.5793 -0.7584 -0.01 -0.02 0.02
H 0.0965 0.6013 -6.3275 0.00 0.02 0.03
H 1.4588 2.6434 -6.0359 0.00 0.00 0.00
H 1.6706 3.6424 -3.7852 -0.02 -0.04 -0.01
H 0.4543 2.0671 -0.7249 0.02 -0.04 0.04
H -0.6244 4.6205 -1.9859 -0.01 -0.04 0.04
H -0.6856 4.1998 -0.2593 0.02 -0.02 -0.09
H -1.6083 3.2462 -1.4546 0.09 0.04 0.02
H 1.9367 4.4962 -1.8134 -0.01 -0.04 0.03
H 2.7038 2.9372 -1.4403 -0.06 0.03 0.03
H 1.9148 3.8682 -0.1625 -0.01 0.00 -0.05
H -1.7137 -1.1168 -3.6013 -0.05 -0.03 0.12
H -2.0265 -0.1843 -6.4821 -0.03 -0.03 0.04
H -3.0806 0.2107 -5.1039 0.03 -0.02 -0.02
H -2.9750 -1.4605 -5.6998 0.03 0.05 0.02
H 0.0668 -1.7336 -5.9924 -0.02 -0.01 0.05
H -0.9405 -2.8800 -5.0881 0.02 0.05 -0.01
H 0.4544 -2.1150 -4.3083 -0.06 0.01 -0.03
B 4.5682 0.4574 -0.9863 -0.01 0.00 0.00
C 3.0358 0.2334 -0.5944 0.27 0.02 -0.04
N 1.9297 0.0820 -0.3024 0.14 0.11 0.04
H 5.1217 1.0300 -0.0573 -0.08 -0.05 -0.07
H 5.0767 -0.6378 -1.1818 -0.05 0.07 0.02
H 4.6090 1.1383 -2.0015 -0.03 -0.05 0.07
F -1.4501 -2.5736 -1.9162 0.03 -0.09 -0.04
B -1.5018 -2.4958 -0.5916 -0.05 0.28 0.11
F -1.1856 -3.5938 0.0883 0.06 -0.08 -0.05
C -3.0370 2.8678 1.4187 0.11 -0.13 -0.10
C -1.8625 2.0280 1.1975 -0.19 0.34 0.25
N -0.9411 1.3662 1.0237 -0.35 0.03 -0.08
H -2.7361 3.8402 1.8047 0.03 0.03 0.02
H -3.7083 2.3834 2.1266 0.02 -0.03 0.00
H -3.5619 3.0044 0.4726 0.03 -0.02 0.00
```
Forces are in eV/Å.

Output
expectation value of S² = 3.809
spin multiplicity = 4
orbital gap (alpha / beta) = 6.0 / 5.6 eV
highest occupied orbital energy (alpha / beta) = -1.69 / -1.27 eV
charge = -2



[3]
C34H43Cl2N2OP3Tc as an isolated structure, computed with ωB97M-V with the def2-TZVPD basis set.

XYZ file:
```
86
Properties=species:S:1:pos:R:3:forces:R:3
P 3.9631 -5.0088 -1.3079 -0.61 0.32 -0.30
C 2.4733 -5.8435 -1.7289 -0.56 -0.20 -0.34
C 2.4865 -6.5848 -2.9391 0.01 0.01 0.51
H 3.2314 -6.3570 -3.7034 -0.08 -0.26 0.23
C 1.5817 -7.6237 -3.1027 -0.23 -0.02 -0.03
H 1.6263 -8.2454 -3.9991 -0.05 0.21 0.30
C 0.6287 -7.8844 -2.1082 0.06 0.26 0.02
H -0.0393 -8.7433 -2.2044 0.20 0.33 -0.01
C 0.5017 -7.0304 -1.0020 0.06 0.17 -0.09
H -0.2982 -7.1769 -0.2776 0.17 -0.02 -0.22
C 1.4133 -5.9956 -0.8059 0.46 -0.50 -0.30
H 1.3485 -5.3254 0.0486 0.02 -0.32 0.01
C 4.3157 -3.5630 -2.2600 0.43 0.34 -0.34
C 3.4451 -3.1353 -3.2932 0.31 -0.43 0.17
H 2.4107 -3.4856 -3.2916 0.28 0.13 -0.09
C 3.9458 -2.3508 -4.3265 -0.10 0.06 -0.02
H 3.2821 -2.0593 -5.1429 0.22 -0.06 0.24
C 5.2960 -1.9799 -4.3492 -0.18 -0.03 0.12
H 5.6943 -1.4277 -5.2044 -0.14 -0.17 0.32
C 6.1342 -2.3226 -3.2833 0.19 0.17 0.11
H 7.1845 -2.0185 -3.2949 -0.39 -0.09 0.02
C 5.6547 -3.0876 -2.2288 -0.37 -0.23 -0.15
H 6.3063 -3.3954 -1.4086 -0.06 0.08 -0.29
C 4.4157 -5.0058 0.3954 0.20 -0.27 0.80
C 5.2230 -6.0861 0.8378 -0.25 0.63 -0.17
H 5.3950 -6.9419 0.1828 0.10 0.29 0.14
C 5.7946 -6.0315 2.1019 -0.09 0.19 0.33
H 6.4452 -6.8418 2.4369 -0.23 0.28 -0.07
C 5.5427 -4.9327 2.9381 -0.14 0.07 -0.26
H 6.0229 -4.8701 3.9183 -0.19 -0.07 -0.36
C 4.6596 -3.9157 2.5368 -0.02 -0.20 -0.07
H 4.4215 -3.0833 3.1990 0.08 -0.30 -0.07
C 4.0685 -3.9581 1.2764 0.44 -0.42 -0.17
H 3.3114 -3.2302 0.9801 0.25 -0.05 0.11
Tc -0.1357 0.1410 -0.0156 -1.19 5.29 0.91
C 1.4241 1.5407 -0.4445 0.28 0.02 -0.17
C 2.6347 1.1166 -0.8651 0.24 0.40 0.52
H 1.2222 2.6201 -0.3407 0.07 -0.54 -0.05
C 2.8487 -0.3883 -0.8939 0.66 0.24 -0.25
O 3.8391 -0.7101 0.1139 -0.05 -0.32 -0.35
H 3.9896 -1.6740 0.1311 -0.08 0.59 -0.17
C 1.5285 -0.9475 -0.5721 -1.90 -0.25 1.09
H 3.2101 -0.7275 -1.8835 -0.10 -0.02 0.26
C 0.5188 -1.5965 -0.0681 3.30 -4.36 -0.96
Cl -1.2886 2.3392 0.0503 -0.27 -0.37 0.15
Cl -2.2458 -0.9299 0.4129 0.15 -0.11 -0.15
P -0.8873 0.2011 -2.2415 -0.69 -0.14 -1.50
C -2.6409 0.5991 -2.5553 0.16 0.07 0.23
H -2.8199 1.6422 -2.2733 -0.03 -0.24 -0.07
H -3.2676 -0.0525 -1.9348 0.15 0.20 -0.19
H -2.8504 0.4350 -3.6210 0.06 0.10 0.27
C 0.0111 1.2826 -3.4025 0.02 0.09 0.10
H 1.0571 0.9551 -3.4636 -0.22 0.10 -0.03
H -0.0241 2.3113 -3.0238 -0.02 -0.17 -0.16
H -0.4610 1.2216 -4.3936 0.17 0.08 0.27
C -0.7084 -1.4257 -3.0500 0.00 -0.05 0.00
H -1.0029 -2.2125 -2.3454 0.00 0.13 -0.23
H 0.3405 -1.5673 -3.3415 -0.23 -0.06 0.05
H -1.3551 -1.4486 -3.9366 0.24 -0.12 0.17
P 4.0294 2.2440 -1.1382 -1.02 -1.29 0.14
C 3.4312 3.9119 -1.3318 0.08 0.36 -0.08
C 4.8219 1.6608 -2.6384 0.37 0.31 -0.25
H 2.9463 4.2511 -0.4076 0.12 -0.10 -0.22
H 2.7183 3.9758 -2.1644 0.17 -0.07 0.23
H 4.2913 4.5608 -1.5439 -0.21 -0.06 0.06
H 5.2123 0.6437 -2.4938 -0.12 0.28 0.03
H 5.6516 2.3387 -2.8802 -0.12 -0.25 -0.09
H 4.0980 1.6615 -3.4658 0.19 0.03 0.26
C 5.1817 2.1249 0.2302 0.30 0.23 0.02
H 4.6725 2.4170 1.1602 0.15 -0.09 -0.29
H 6.0239 2.8061 0.0393 -0.16 -0.21 0.17
H 5.5350 1.0873 0.3126 -0.15 0.37 -0.03
H 0.2863 -2.6279 0.1498 -0.38 0.02 0.22
N 1.0586 0.1226 6.2544 -0.13 -0.15 0.05
C 0.7838 0.0927 4.9262 -0.09 0.07 0.25
C -0.5461 0.0684 4.4515 0.18 0.20 -0.73
C -0.7749 0.1859 3.0850 0.39 -0.28 0.34
N 0.2242 0.2030 2.1654 0.44 0.26 0.51
C 1.4998 0.1842 2.6224 -0.22 -0.15 0.56
C 1.8210 0.1142 3.9718 -0.12 0.10 -0.74
H 0.3223 0.1615 6.9464 0.17 -0.02 -0.30
H 2.0034 0.2011 6.5954 -0.16 -0.02 -0.14
H -1.3841 -0.0220 5.1401 0.17 0.19 -0.18
H -1.7851 0.2452 2.6860 0.24 -0.09 0.10
H 2.2945 0.2353 1.8703 -0.34 -0.14 0.31
H 2.8686 0.0888 4.2711 -0.28 0.10 -0.01
```
Forces are in eV/Å.

Output
expectation value of S² = 3.791
spin multiplicity = 4
orbital gap (alpha / beta) = 7.3 / 5.2 eV
highest occupied orbital energy (alpha / beta) = -12.42 / -12.94 eV
charge = +2



Number 1: maximum force 0.0919 Eh/bohr, DFT total energy -48463.075 eV. Number 2: maximum force 0.0112 Eh/bohr, DFT total energy -91923.265 eV. Number 3: maximum force 0.1081 Eh/bohr, DFT total energy -96079.399 eV.